[1]
A 20-piece molecular cluster, C65H175F3N29O31S overall in a non-equilibrium geometry. Source: OMol25; level of theory: ωB97M-V/def2-TZVPD.

Last column: Mulliken charge in e.
Element x y z (Å)
C: 0.80 -1.96 0.75  -0.606
F: -0.01 -3.03 0.83  -0.194
F: 1.51 -1.93 1.93  0.335
F: 1.64 -2.21 -0.29  -0.067
S: -0.12 -0.42 0.24  -0.339
O: 0.81 0.69 0.23  0.283
O: -0.63 -0.91 -1.02  0.523
O: -1.12 -0.35 1.33  -0.259
C: 0.14 -2.25 5.32  0.457
O: 1.20 -1.73 4.98  -0.278
N: -1.08 -1.87 4.85  -0.373
N: 0.12 -3.19 6.30  -0.368
H: -1.72 -2.63 4.81  0.261
H: -1.03 -1.37 3.91  -0.057
H: -0.66 -3.53 6.80  0.170
H: 1.01 -3.70 6.39  0.019
C: 0.97 4.36 0.11  -0.377
O: 1.06 5.55 -0.03  -0.772
N: 0.54 3.78 1.28  1.087
N: 1.33 3.49 -0.86  0.624
H: 0.46 4.40 2.01  0.240
H: 0.77 2.83 1.47  -0.642
H: 1.28 2.49 -0.82  -0.515
H: 1.69 4.03 -1.67  0.202
C: -1.97 -2.73 -3.68  -0.299
O: -2.64 -3.47 -4.41  -0.798
N: -2.48 -1.57 -3.11  0.941
N: -0.69 -2.96 -3.48  1.099
H: -3.49 -1.60 -3.20  0.024
H: -2.07 -1.18 -2.28  -0.514
H: -0.18 -2.47 -2.77  -0.638
H: -0.34 -3.89 -3.74  0.026
C: 1.36 -6.31 2.21  0.462
O: 1.01 -6.37 1.06  -0.543
N: 2.32 -7.23 2.68  -0.477
N: 0.85 -5.45 3.10  -0.132
H: 2.59 -7.22 3.61  0.190
H: 2.98 -7.45 1.99  0.220
H: 1.12 -5.39 4.03  0.208
H: 0.10 -4.87 2.73  -0.008
C: -4.52 0.28 1.25  0.046
O: -5.69 0.64 0.92  -0.801
N: -3.86 1.07 2.15  0.354
N: -3.87 -0.76 0.70  0.763
H: -4.43 1.84 2.48  0.225
H: -2.85 1.13 2.18  -0.377
H: -4.38 -1.49 0.27  -0.154
H: -2.87 -0.95 0.93  -0.314
C: 6.00 -2.42 -1.38  0.277
O: 6.35 -3.36 -0.66  -0.825
N: 4.94 -2.52 -2.22  1.124
N: 6.68 -1.20 -1.46  -0.238
H: 4.34 -3.36 -2.27  0.007
H: 4.64 -1.66 -2.57  -0.600
H: 6.32 -0.50 -2.07  0.206
H: 7.04 -0.83 -0.61  0.171
C: 3.26 -6.01 -2.64  0.404
O: 4.16 -5.20 -2.58  -0.721
N: 3.21 -7.08 -1.85  -0.365
N: 2.20 -5.81 -3.48  0.089
H: 4.06 -7.16 -1.35  0.234
H: 2.40 -7.50 -1.46  0.213
H: 1.46 -6.47 -3.46  0.394
H: 2.28 -5.16 -4.26  -0.218
C: 6.53 -3.71 2.83  0.444
O: 6.43 -3.91 4.08  -0.798
N: 7.75 -3.51 2.23  -0.304
N: 5.38 -3.68 2.10  0.091
H: 7.88 -3.63 1.18  0.219
H: 8.48 -3.70 2.91  0.272
H: 5.39 -3.45 1.10  0.087
H: 4.48 -3.80 2.54  0.000
C: 3.38 -4.95 5.49  0.416
O: 2.23 -5.36 5.85  -0.881
N: 4.42 -5.77 5.30  -0.234
N: 3.63 -3.60 5.43  0.419
H: 5.25 -5.41 4.89  0.254
H: 4.15 -6.71 5.55  0.288
H: 2.81 -2.93 5.24  -0.205
H: 4.59 -3.29 5.19  -0.026
C: -0.78 -7.85 -2.09  0.581
O: 0.32 -7.67 -2.61  -0.751
N: -0.94 -7.85 -0.73  -0.385
N: -1.82 -8.08 -2.87  -0.407
H: -0.26 -7.27 -0.13  0.256
H: -1.87 -7.66 -0.46  0.325
H: -1.68 -7.88 -3.90  0.231
H: -2.71 -8.22 -2.44  0.211
C: 6.31 -3.68 -5.53  -0.649
O: 5.63 -2.38 -5.64  -0.056
C: 6.43 -1.18 -5.37  -0.566
C: 5.45 -0.01 -5.35  -0.277
N: 4.55 -0.12 -4.16  0.055
C: 3.39 0.77 -4.32  -1.482
C: 2.26 0.20 -3.52  0.781
O: 1.91 -1.12 -3.83  0.866
C: 1.43 -1.31 -5.14  -0.860
H: 7.28 -3.73 -6.00  0.326
H: 5.63 -4.43 -5.96  0.158
H: 6.49 -3.84 -4.44  0.123
H: 7.19 -1.04 -6.11  0.637
H: 6.88 -1.34 -4.34  0.182
H: 4.88 0.07 -6.27  -0.192
H: 6.04 0.93 -5.36  0.347
H: 4.20 -1.06 -4.23  0.017
H: 3.08 0.79 -5.41  0.200
H: 3.58 1.77 -4.02  0.701
H: 1.39 0.87 -3.61  -0.518
H: 2.63 0.14 -2.48  -0.401
H: 2.15 -1.03 -5.85  0.395
H: 0.44 -0.81 -5.36  -0.135
H: 1.31 -2.38 -5.20  0.158
C: -3.62 8.09 9.10  -0.735
O: -3.22 7.61 7.85  -0.294
C: -4.13 8.03 6.85  -0.737
C: -3.70 7.55 5.45  0.253
N: -4.63 8.15 4.54  -0.329
C: -4.92 7.44 3.30  -0.914
C: -3.78 7.50 2.29  -0.384
O: -2.78 6.49 2.68  -0.047
C: -1.94 5.97 1.63  -0.112
H: -2.73 7.97 9.67  0.245
H: -4.45 7.41 9.44  0.264
H: -3.95 9.14 9.07  0.310
H: -4.21 9.11 6.91  0.401
H: -5.16 7.69 6.94  0.314
H: -3.89 6.49 5.45  -0.152
H: -2.66 7.87 5.26  0.234
H: -4.28 9.10 4.35  0.280
H: -5.80 7.93 2.86  0.394
H: -5.25 6.39 3.49  0.233
H: -3.24 8.48 2.25  0.274
H: -4.17 7.27 1.31  0.379
H: -1.36 5.22 2.17  -0.648
H: -1.27 6.76 1.33  0.478
H: -2.53 5.48 0.84  0.191
C: 4.41 -1.18 -8.79  -0.688
O: 3.32 -0.59 -8.11  -0.285
C: 2.09 -0.54 -8.78  -0.628
C: 1.61 -1.87 -9.25  -0.710
N: 1.45 -2.77 -8.13  0.713
C: 1.48 -4.19 -8.55  -1.239
C: 1.49 -5.27 -7.48  -0.164
O: 0.32 -5.30 -6.69  -0.270
C: -0.85 -4.81 -7.30  -0.619
H: 4.47 -2.23 -8.51  0.168
H: 5.28 -0.75 -8.28  0.242
H: 4.37 -0.85 -9.86  0.348
H: 2.18 0.30 -9.48  0.401
H: 1.45 -0.28 -7.90  0.042
H: 2.41 -2.21 -9.93  0.387
H: 0.69 -1.95 -9.82  0.497
H: 2.23 -2.58 -7.52  -0.364
H: 2.34 -4.44 -9.16  0.547
H: 0.65 -4.28 -9.31  0.524
H: 2.24 -5.02 -6.72  0.011
H: 1.66 -6.22 -8.03  0.291
H: -0.70 -3.82 -7.68  0.278
H: -1.60 -4.80 -6.51  0.152
H: -1.18 -5.60 -7.99  0.305
C: -1.50 2.60 -6.03  -0.745
O: -1.55 3.28 -4.80  -0.466
C: -0.69 2.84 -3.78  -0.673
C: -1.32 1.60 -3.19  0.238
N: -2.57 1.92 -2.54  0.626
C: -2.44 2.59 -1.23  1.322
C: -3.69 3.23 -0.76  -0.749
O: -3.85 4.49 -1.44  -0.440
C: -5.06 5.09 -1.19  0.036
H: -2.03 1.68 -5.94  0.285
H: -0.50 2.34 -6.38  0.299
H: -2.00 3.20 -6.82  0.275
H: -0.55 3.71 -3.14  -0.039
H: 0.26 2.66 -4.21  0.529
H: -0.67 0.89 -2.60  -0.253
H: -1.49 1.01 -4.08  0.333
H: -3.07 1.05 -2.43  -0.085
H: -1.59 3.34 -1.22  -0.248
H: -2.13 1.88 -0.37  -0.751
H: -3.57 3.37 0.33  0.280
H: -4.48 2.56 -0.70  0.368
H: -5.20 5.16 -0.04  0.119
H: -5.85 4.42 -1.66  -0.411
H: -4.94 6.11 -1.72  0.271
C: 4.30 0.62 0.39  0.750
O: 4.77 1.88 0.86  -0.184
C: 5.75 2.53 -0.02  -0.216
C: 6.02 3.88 0.49  -0.724
N: 4.81 4.61 0.62  -0.070
C: 4.99 5.80 1.35  -0.570
C: 3.60 6.40 1.77  -0.794
O: 2.97 5.53 2.71  0.088
C: 3.27 5.80 4.05  -0.835
H: 4.92 -0.18 0.81  -0.340
H: 4.45 0.51 -0.71  -0.268
H: 3.21 0.51 0.59  -0.228
H: 5.25 2.53 -1.05  0.047
H: 6.66 1.94 -0.02  0.335
H: 6.86 4.37 0.01  0.385
H: 6.41 3.78 1.53  0.267
H: 4.06 3.96 0.92  0.032
H: 5.49 6.59 0.73  0.242
H: 5.60 5.60 2.19  0.474
H: 2.95 6.42 0.88  0.167
H: 3.73 7.41 2.23  0.532
H: 4.36 5.89 4.08  0.313
H: 2.97 5.00 4.72  0.173
H: 2.80 6.78 4.33  0.284
C: -8.26 -0.93 -1.37  -0.313
O: -7.74 -2.22 -1.03  -0.358
C: -7.61 -2.33 0.39  -0.126
C: -6.80 -3.60 0.64  -0.947
N: -5.42 -3.74 0.12  0.248
C: -4.74 -4.75 0.99  -1.127
C: -3.24 -4.79 0.76  0.345
O: -2.95 -5.55 -0.39  -0.484
C: -2.12 -4.71 -1.31  -0.577
H: -9.28 -0.66 -1.03  0.373
H: -8.16 -0.83 -2.46  0.003
H: -7.69 -0.15 -0.83  0.129
H: -8.53 -2.44 0.93  0.353
H: -7.12 -1.47 0.87  0.036
H: -7.51 -4.39 0.21  0.181
H: -6.77 -3.69 1.70  0.526
H: -5.43 -3.96 -0.87  0.141
H: -5.13 -5.79 0.90  0.242
H: -4.97 -4.43 2.01  0.514
H: -2.77 -5.27 1.67  0.228
H: -2.87 -3.73 0.77  -0.247
H: -1.12 -4.86 -0.91  0.213
H: -2.47 -3.71 -1.26  0.504
H: -2.29 -5.01 -2.36  0.202
C: 0.46 1.61 4.61  -1.048
O: -0.11 2.83 4.35  -0.488
C: -1.44 2.74 3.82  1.043
C: -2.43 3.64 4.59  -1.023
N: -2.74 3.14 5.90  -0.168
C: -3.91 2.20 5.85  -0.262
C: -4.51 2.17 7.21  -0.699
O: -5.05 3.45 7.56  -0.394
C: -4.37 4.23 8.53  -0.643
H: 0.70 0.99 3.73  0.313
H: -0.11 1.08 5.34  0.569
H: 1.38 1.79 5.17  0.277
H: -1.70 1.65 3.91  0.116
H: -1.58 3.05 2.74  -0.479
H: -3.30 3.88 3.94  0.140
H: -1.87 4.55 4.67  0.660
H: -3.17 3.84 6.42  0.253
H: -3.67 1.21 5.42  0.305
H: -4.61 2.68 5.19  0.236
H: -3.84 1.73 8.03  0.274
H: -5.37 1.41 7.10  0.350
H: -3.29 4.18 8.39  0.401
H: -4.63 3.97 9.51  0.371
H: -4.72 5.25 8.36  0.052
C: -11.12 2.73 -4.14  -0.826
O: -9.71 2.65 -3.98  -0.287
C: -9.33 2.80 -2.62  -0.866
C: -7.77 2.74 -2.60  -0.154
N: -7.28 1.72 -3.54  -0.293
C: -5.90 1.51 -3.37  0.071
C: -5.44 0.42 -4.36  -0.341
O: -6.24 -0.68 -4.08  0.009
C: -6.47 -1.54 -5.17  -0.935
H: -11.55 3.61 -3.70  0.327
H: -11.73 1.87 -3.79  0.295
H: -11.40 2.77 -5.19  0.272
H: -9.82 2.03 -1.98  0.289
H: -9.70 3.73 -2.16  0.494
H: -7.39 2.58 -1.54  0.180
H: -7.32 3.69 -2.92  0.407
H: -7.61 0.78 -3.23  -0.086
H: -5.59 1.15 -2.36  -0.370
H: -5.32 2.41 -3.65  0.726
H: -4.42 0.21 -4.04  -0.360
H: -5.41 0.74 -5.41  0.504
H: -5.61 -2.16 -5.34  0.308
H: -6.76 -0.94 -6.10  0.328
H: -7.33 -2.17 -4.96  0.218
C: 4.27 -0.32 3.82  -1.114
O: 5.00 -0.96 4.83  1.084
C: 4.74 -0.45 6.15  -0.796
C: 5.82 -0.90 7.15  -0.853
N: 7.08 -0.33 6.85  -0.502
C: 7.79 -0.95 5.66  -0.418
C: 7.79 -0.22 4.36  0.006
O: 9.14 0.15 4.06  -0.467
C: 9.24 0.91 2.91  -0.629
H: 4.30 -0.83 2.87  -0.290
H: 4.57 0.69 3.79  0.603
H: 3.25 -0.28 4.04  0.214
H: 3.73 -0.78 6.42  0.022
H: 4.73 0.59 6.22  0.696
H: 5.94 -1.98 7.27  0.314
H: 5.51 -0.44 8.11  0.435
H: 7.66 -0.52 7.67  0.281
H: 7.45 -1.96 5.43  0.015
H: 8.88 -0.98 5.99  0.473
H: 7.28 0.78 4.53  0.277
H: 7.33 -0.75 3.53  0.028
H: 8.61 1.79 3.14  0.306
H: 9.01 0.34 2.02  0.177
H: 10.28 1.34 2.82  0.277

Results
Charge: -1
Multiplicity: 1
Largest force on an atom, eV/Å: 3.247
M, g/mol: 1948.3
Energy, eV: -195915.892

[2]
C65H52AsBrHgN3O4P2S as an isolated structure. Source: OMol25; level of theory: ωB97M-V/def2-TZVPD.

Last column: Mulliken charge in e.
Element x y z (Å)
Hg: -0.19 -0.69 1.01  2.318
C: -1.56 -8.19 -2.29  -0.432
C: -2.42 -7.32 -1.62  -0.656
C: -2.02 -6.03 -1.32  0.004
C: -0.74 -5.58 -1.68  -0.310
C: 0.11 -6.46 -2.35  -0.391
C: -0.30 -7.76 -2.65  -0.514
P: -0.16 -3.86 -1.31  0.584
C: -1.70 -3.02 -1.85  0.009
C: -2.59 -2.35 -1.03  1.307
C: -3.75 -1.77 -1.55  -0.386
C: -4.03 -1.88 -2.91  -0.697
C: -3.14 -2.56 -3.74  -0.731
C: -1.97 -3.10 -3.22  -0.725
C: 0.02 -3.87 0.53  1.442
C: 0.17 -5.13 1.14  -0.579
C: 0.61 -5.27 2.45  -0.819
C: 0.97 -4.15 3.17  -0.927
C: 0.82 -2.90 2.58  -0.285
C: 0.34 -2.73 1.29  -0.943
H: -1.88 -9.20 -2.52  0.342
H: -3.41 -7.65 -1.34  0.400
H: -2.68 -5.35 -0.79  0.479
H: 1.10 -6.11 -2.63  0.386
H: 0.38 -8.43 -3.17  0.381
H: -2.40 -2.31 0.03  -0.527
H: -4.42 -1.26 -0.88  0.478
H: -4.93 -1.44 -3.32  0.345
H: -3.35 -2.65 -4.80  0.363
H: -1.27 -3.61 -3.88  0.324
H: -0.08 -6.03 0.59  0.244
H: 0.68 -6.26 2.89  0.352
H: 1.35 -4.23 4.18  0.403
H: 1.10 -2.03 3.17  0.350
O: -4.78 -1.88 1.50  -0.695
S: -3.55 -1.81 2.28  1.193
O: -2.76 -3.03 2.29  -0.641
N: -2.63 -0.58 1.98  0.486
C: -3.16 0.72 1.94  -0.322
C: -4.51 1.08 2.11  -0.247
C: -4.90 2.41 2.13  -0.910
C: -3.96 3.41 2.00  -0.929
C: -2.60 3.10 1.83  2.015
C: -1.61 4.13 1.75  -1.717
C: -0.27 3.76 1.61  -0.929
C: 0.07 2.44 1.52  -0.605
N: -0.84 1.40 1.57  0.604
C: -2.19 1.74 1.76  -1.280
C: -4.12 -1.65 3.97  0.105
C: -4.91 -2.69 4.48  -0.706
C: -5.32 -2.66 5.80  -0.706
C: -4.95 -1.59 6.61  -0.331
C: -4.18 -0.56 6.10  -0.815
C: -3.75 -0.59 4.78  -0.072
H: -5.25 0.30 2.23  0.568
H: -5.95 2.65 2.27  0.363
H: -4.26 4.46 2.04  0.341
H: -1.91 5.17 1.83  0.305
H: 0.52 4.50 1.58  0.536
H: 1.10 2.14 1.45  0.607
H: -5.18 -3.50 3.82  0.418
H: -5.92 -3.46 6.20  0.350
H: -5.26 -1.57 7.65  0.354
H: -3.89 0.27 6.74  0.412
H: -3.14 0.21 4.37  0.408
C: 1.36 1.79 -1.60  0.580
C: 2.45 2.41 -2.49  -1.172
As: 2.21 4.22 -3.30  0.241
C: 0.59 5.00 -2.55  0.159
C: -0.65 4.37 -2.70  -0.010
C: -1.82 5.02 -2.34  -0.437
C: -1.78 6.33 -1.88  -0.484
C: -0.56 6.97 -1.75  -0.690
C: 0.62 6.32 -2.09  -0.478
C: 3.55 5.06 -2.15  -0.229
C: 3.40 5.12 -0.76  0.385
C: 4.42 5.59 0.04  -0.760
C: 5.62 6.00 -0.53  -0.426
C: 5.79 5.94 -1.90  -0.525
C: 4.76 5.47 -2.70  -0.637
P: 1.04 -0.01 -1.85  -0.024
C: 0.76 0.08 -3.67  0.616
C: -0.45 0.66 -4.05  -1.004
C: -0.78 0.83 -5.39  -0.931
C: 0.09 0.39 -6.38  -0.591
C: 1.30 -0.19 -6.02  -0.643
C: 1.63 -0.34 -4.67  -0.390
C: 2.70 -0.79 -1.71  1.319
C: 3.75 -0.19 -1.01  -0.584
C: 4.95 -0.86 -0.84  -1.122
C: 5.14 -2.13 -1.38  -0.756
C: 4.10 -2.74 -2.06  -0.962
C: 2.89 -2.08 -2.22  -0.328
H: 0.38 2.24 -1.73  0.084
H: 1.60 1.91 -0.54  -0.191
H: 2.66 1.79 -3.36  0.442
H: 3.37 2.49 -1.92  0.747
H: -0.71 3.37 -3.10  0.338
H: -2.77 4.50 -2.42  0.412
H: -2.69 6.83 -1.59  0.391
H: -0.52 7.99 -1.39  0.368
H: 1.56 6.83 -1.99  0.397
H: 2.47 4.78 -0.31  0.501
H: 4.29 5.62 1.12  0.402
H: 6.43 6.36 0.10  0.366
H: 6.73 6.24 -2.35  0.367
H: 4.89 5.41 -3.78  0.348
H: -1.15 0.97 -3.29  0.670
H: -1.72 1.28 -5.66  0.468
H: -0.17 0.51 -7.43  0.372
H: 1.99 -0.52 -6.78  0.403
H: 2.59 -0.76 -4.41  0.425
H: 3.62 0.76 -0.52  0.284
H: 5.73 -0.39 -0.25  0.448
H: 6.08 -2.64 -1.24  0.366
H: 4.21 -3.74 -2.46  0.417
H: 2.07 -2.58 -2.72  0.568
Br: 0.23 0.69 6.66  -0.215
C: 1.85 0.46 5.70  -0.160
C: 3.01 0.20 6.40  -0.189
N: 4.18 0.05 5.79  -0.674
C: 4.20 0.17 4.46  -0.440
C: 3.08 0.41 3.68  0.090
C: 1.86 0.56 4.32  0.243
C: 3.23 0.56 2.17  -0.124
O: 4.39 0.77 1.76  -0.763
O: 2.17 0.49 1.48  -0.361
H: 3.00 0.11 7.48  0.353
H: 5.17 0.07 3.97  0.460
H: 0.96 0.78 3.75  0.520

Results
Charge: -2
Multiplicity: 2
Largest force on an atom, eV/Å: 0.898
M, g/mol: 1388.6
ΔE to the lowest compared entry with this formula, charge and spin, kcal/mol: 0.0